{
  "formula": "C12H25NO4Sc",
  "method": "ωB97M-V/def2-TZVPD",
  "homo_energy_ev": -19.656,
  "total_charge": 3,
  "orbital_gap_ha": 0.308,
  "e_tot_ev": -43204.8903,
  "e_lumo_ha": -0.4142,
  "largest_force_ha_per_bohr": 0.010,
  "mol_weight_g_mol": 292.3,
  "relative_energy_kj_mol": 13.9,
  "elements": ["Sc", "C", "O", "C", "C", "O", "C", "C", "O", "C", "H", "H", "H", "H", "H", "H", "H", "H", "H", "H", "H", "H", "H", "H", "O", "C", "C", "C", "C", "C", "C", "N", "H", "H", "H", "H", "H", "H", "H", "H", "H", "H", "H"],
  "coordinates": [[-0.6777, 0.6577, -0.7990], [-2.3378, 3.3960, -1.3284], [-1.1915, 2.5065, -1.6068], [-0.4604, 2.8666, -2.8324], [0.9150, 2.2528, -2.7141], [0.7893, 0.8601, -2.2492], [0.8054, -0.2417, -3.2229], [-0.6162, -0.6730, -3.5160], [-1.3297, -0.6974, -2.2305], [-2.5868, -1.4707, -2.2846], [-1.9639, 4.4104, -1.2151], [-3.0440, 3.3244, -2.1524], [-2.7917, 3.0611, -0.3984], [-1.0315, 2.5115, -3.6903], [-0.3749, 3.9526, -2.8848], [1.4623, 2.2739, -3.6550], [1.5107, 2.7520, -1.9510], [1.3283, 0.0759, -4.1234], [1.3783, -1.0361, -2.7471], [-1.1509, -0.0023, -4.1886], [-0.6198, -1.6794, -3.9356], [-2.3438, -2.5034, -2.5222], [-3.0501, -1.4122, -1.3016], [-3.2345, -1.0338, -3.0414], [-0.4509, 0.2553, 1.0661], [-0.0166, -0.5234, 2.0473], [0.6587, -1.8150, 1.7302], [2.1337, -1.8594, 2.1938], [2.3006, -2.1125, 3.6898], [1.7325, -1.0265, 4.5977], [0.2259, -0.8383, 4.4902], [-0.1871, -0.1161, 3.2559], [0.5870, -1.9802, 0.6528], [0.1002, -2.6216, 2.2168], [2.6413, -0.9357, 1.8997], [2.6127, -2.6699, 1.6451], [3.3643, -2.2221, 3.8997], [1.8424, -3.0739, 3.9411], [2.2308, -0.0682, 4.4273], [1.9377, -1.2954, 5.6345], [-0.1511, -0.2370, 5.3134], [-0.3029, -1.7937, 4.5088], [-0.6433, 0.7821, 3.3806]],
  "atomic_forces_ev_per_a": [[-0.17, 0.05, 0.18], [-0.03, 0.08, 0.04], [0.10, -0.04, -0.01], [0.03, 0.02, 0.02], [0.09, 0.03, 0.04], [-0.15, 0.03, -0.04], [0.04, -0.06, 0.00], [0.05, 0.00, 0.00], [0.09, 0.01, 0.02], [-0.06, -0.08, 0.01], [0.02, -0.01, 0.01], [0.01, -0.01, -0.01], [0.00, -0.02, -0.01], [-0.03, -0.02, 0.02], [-0.03, 0.00, 0.01], [-0.03, -0.01, -0.02], [0.02, 0.01, -0.02], [-0.01, 0.00, 0.00], [0.01, 0.00, 0.00], [-0.02, 0.02, 0.03], [-0.02, 0.00, -0.01], [0.02, 0.01, 0.01], [0.01, 0.01, 0.00], [0.02, 0.02, 0.00], [0.08, -0.16, -0.47], [0.00, 0.03, 0.17], [0.02, 0.04, -0.03], [-0.02, 0.00, 0.04], [0.00, 0.02, -0.01], [0.01, 0.00, -0.03], [0.05, -0.06, 0.09], [-0.06, 0.08, -0.02], [0.00, 0.00, 0.01], [-0.01, 0.00, 0.01], [0.00, 0.00, -0.01], [-0.01, 0.00, -0.02], [0.00, 0.00, 0.00], [0.00, 0.00, 0.00], [0.01, 0.00, 0.00], [-0.01, 0.01, 0.01], [-0.02, 0.01, -0.01], [-0.01, 0.01, -0.01], [0.01, -0.01, 0.01]]
}